a) C21H26N2O4S | the ωB97M-V functional and the def2-TZVPD basis

Summary:
molar mass	402.52	g/mol
E_HOMO	-8.79	eV
SMILES string	CC(C)OCCCNC(=O)c1ccc([C@H]2SCC(=O)N2Cc2ccco2)cc1
orbital gap	9.378	eV

Cartesian coordinates (Å):
C  0.83  1.79  2.81
H  0.81  1.51  1.76
H  1.87  1.89  3.14
H  0.34  2.75  2.93
C  0.09  0.72  3.63
C  -1.37  0.66  3.19
H  -1.43  0.42  2.13
H  -1.86  1.62  3.36
H  -1.90  -0.11  3.75
O  0.65  -0.57  3.43
C  1.40  -1.13  4.48
C  2.89  -0.73  4.49
H  2.96  0.36  4.47
H  3.33  -1.08  5.43
C  3.66  -1.33  3.31
N  3.05  -0.98  2.05
C  2.22  -1.86  1.42
O  2.21  -3.05  1.65
C  1.31  -1.20  0.44
C  -0.01  -1.64  0.38
C  -0.93  -1.01  -0.43
C  -0.54  0.07  -1.22
C  0.79  0.49  -1.19
C  1.70  -0.14  -0.37
H  2.73  0.19  -0.37
H  1.11  1.31  -1.82
C  -1.55  0.80  -2.05
N  -1.05  1.24  -3.31
C  -0.76  2.55  -3.50
O  -0.23  3.00  -4.49
C  -1.18  3.40  -2.32
H  -1.81  4.22  -2.65
H  -0.30  3.81  -1.82
S  -2.10  2.34  -1.18
C  -0.72  0.24  -4.31
C  -1.91  -0.59  -4.67
C  -2.30  -1.82  -4.22
C  -3.53  -2.09  -4.87
C  -3.79  -1.01  -5.65
O  -2.81  -0.09  -5.53
H  -4.60  -0.77  -6.31
H  -4.13  -2.97  -4.77
H  -1.78  -2.45  -3.53
H  -0.36  0.80  -5.19
H  0.08  -0.41  -3.94
H  -2.45  0.18  -2.18
H  -1.96  -1.34  -0.45
H  -0.30  -2.48  1.00
H  2.86  0.00  1.92
H  3.65  -2.42  3.38
H  4.70  -0.97  3.33
H  1.33  -2.21  4.32
H  0.95  -0.88  5.45
H  0.14  0.98  4.69



b) C21H26N2O4S | the ωB97M-V functional and the def2-TZVPD basis

Summary:
molar mass	402.52	g/mol
E_HOMO	-7.76	eV
SMILES string	CCOC(=O)c1ccc(N2CCCCC2)c(NS(=O)(=O)c2ccc(C)cc2)c1
orbital gap	8.251	eV

Cartesian coordinates (Å):
C  -5.48  -0.25  1.13
C  -4.89  1.06  1.64
H  -5.32  1.90  1.11
H  -5.06  1.17  2.72
O  -3.47  1.08  1.49
C  -3.00  1.56  0.32
O  -3.71  1.97  -0.57
C  -1.53  1.52  0.26
C  -0.85  2.25  -0.71
C  0.52  2.20  -0.79
C  1.29  1.38  0.05
C  0.57  0.56  0.97
C  -0.79  0.68  1.10
H  -1.31  0.07  1.82
N  1.24  -0.51  1.61
S  1.40  -1.87  0.59
O  2.54  -1.68  -0.26
O  1.39  -3.00  1.47
C  -0.08  -1.80  -0.40
C  -1.27  -2.27  0.10
C  -2.44  -2.03  -0.59
C  -2.43  -1.30  -1.78
C  -1.21  -0.86  -2.28
C  -0.03  -1.11  -1.60
H  0.92  -0.78  -1.97
H  -1.19  -0.31  -3.21
C  -3.70  -0.94  -2.48
H  -4.51  -1.62  -2.20
H  -3.57  -0.97  -3.56
H  -3.98  0.07  -2.20
H  -3.38  -2.39  -0.20
H  -1.27  -2.82  1.03
H  0.75  -0.83  2.44
N  2.65  1.35  -0.02
C  3.48  1.29  1.17
C  4.65  0.33  0.98
C  5.46  0.74  -0.25
C  4.52  0.76  -1.45
C  3.37  1.75  -1.20
H  2.70  1.73  -2.06
H  3.77  2.77  -1.09
H  5.05  1.05  -2.36
H  4.09  -0.23  -1.58
H  6.27  0.04  -0.42
H  5.89  1.73  -0.10
H  5.28  0.35  1.88
H  4.26  -0.67  0.84
H  2.87  0.98  2.02
H  3.87  2.30  1.36
H  1.02  2.83  -1.51
H  -1.42  2.88  -1.38
H  -5.02  -1.09  1.63
H  -6.55  -0.26  1.32
H  -5.31  -0.34  0.06



Computed energies relative to the best structure, in kJ/mol: a) 8.7; b) 0.0



a) C6H10O | the ωB97M-V functional and the def2-TZVPD basis

Summary:
molar mass	98.14	g/mol
E_HOMO	-9.68	eV
SMILES string	C[C@H]1C[C@H]1CC=O
orbital gap	10.667	eV

Cartesian coordinates (Å):
C  1.81  -0.44  0.86
C  1.27  -0.25  -0.54
C  0.10  -1.05  -1.03
C  -0.06  0.43  -0.80
C  -0.88  0.88  0.40
C  -2.36  1.00  0.20
O  -2.97  -0.04  0.35
H  2.52  -1.28  0.89
H  1.02  -0.65  1.57
H  2.34  0.46  1.20
H  2.03  -0.03  -1.28
H  0.10  -1.41  -2.06
H  -0.38  -1.73  -0.32
H  -0.09  1.05  -1.68
H  -0.41  1.77  0.87
H  -1.13  -0.06  0.95
H  -2.91  1.94  0.05



b) C6H10O | the ωB97M-V functional and the def2-TZVPD basis

Summary:
molar mass	98.14	g/mol
E_HOMO (alpha / beta)	-6.91 / -6.11	eV
orbital gap (alpha / beta)	7.800 / 6.970	eV

Cartesian coordinates (Å):
C  1.21  0.78  0.43
C  -0.89  1.07  0.26
O  -1.20  1.40  -0.93
C  -1.08  0.34  -1.80
C  -0.13  -0.66  -1.22
C  -0.08  -0.15  0.26
C  -0.19  -1.21  1.36
H  1.32  1.17  1.46
H  1.98  0.07  0.18
H  1.32  1.65  -0.25
H  -0.99  1.73  1.10
H  -1.14  0.63  -2.83
H  -0.47  -1.71  -1.36
H  0.92  -0.66  -1.60
H  0.76  -1.75  1.42
H  -0.38  -0.74  2.33
H  -0.97  -1.96  1.19



Computed energies relative to the best structure, in kJ/mol: a) 0.0; b) 229.6



a) C6H10O | the ωB97M-V functional and the def2-TZVPD basis

Summary:
molar mass	98.14	g/mol
E_HOMO	-9.35	eV
SMILES string	O[C@@H]1C=CCCC1
orbital gap	10.410	eV

Cartesian coordinates (Å):
O  2.43  -0.92  -0.07
C  1.17  -0.33  -0.31
C  0.00  -1.26  0.12
C  -1.34  -0.50  0.20
C  -1.29  0.87  -0.51
C  -0.16  1.65  0.12
C  1.02  1.05  0.29
H  2.37  -1.47  0.72
H  1.13  -0.20  -1.40
H  0.25  -1.68  1.11
H  -0.06  -2.09  -0.59
H  -1.60  -0.33  1.25
H  -2.14  -1.11  -0.21
H  -1.05  0.72  -1.57
H  -2.26  1.39  -0.43
H  -0.35  2.66  0.47
H  1.87  1.53  0.78



b) C6H10O | the ωB97M-V functional and the def2-TZVPD basis

Summary:
molar mass	98.14	g/mol
E_HOMO	-9.12	eV
orbital gap	9.983	eV

Cartesian coordinates (Å):
C  1.91  -0.17  0.77
O  1.19  0.53  -0.03
C  -0.61  0.14  -0.31
C  -0.56  -0.07  -1.81
C  -1.20  1.45  0.14
C  -0.78  -0.97  0.50
C  -0.10  -1.69  1.29
H  2.68  -0.83  0.33
H  2.21  0.29  1.73
H  1.10  -1.13  1.27
H  -0.03  0.75  -2.28
H  -1.58  -0.10  -2.21
H  -0.06  -1.01  -2.05
H  -2.25  1.51  -0.17
H  -0.66  2.28  -0.34
H  -1.14  1.56  1.22
H  -0.13  -2.54  1.95



Computed energies relative to the best structure, in kJ/mol: a) 0.0; b) 345.7



a) C6H10O | the ωB97M-V functional and the def2-TZVPD basis

Summary:
molar mass	98.14	g/mol
E_HOMO	-8.65	eV
SMILES string	C=CC(=C)C=C.O
orbital gap	8.648	eV

Cartesian coordinates (Å):
C  1.03  -0.32  -1.49
C  2.27  -0.97  -1.27
C  -0.34  -1.28  0.40
C  -0.18  -0.45  -0.62
C  -1.11  0.76  -0.93
C  -2.19  1.10  -0.16
H  1.00  0.37  -2.25
H  3.18  -0.85  -1.85
H  2.25  -1.78  -0.55
H  -1.03  -1.07  1.21
H  0.45  -2.04  0.57
H  -0.81  1.41  -1.85
H  -2.40  2.10  -0.53
H  -2.40  0.50  0.73
H  -0.50  0.89  2.36
H  0.82  1.05  3.11
O  -0.03  0.58  3.12



b) C6H10O | the ωB97M-V functional and the def2-TZVPD basis

Summary:
molar mass	98.14	g/mol
E_HOMO	-9.77	eV
SMILES string	O=CCCC1CC1
orbital gap	10.837	eV

Cartesian coordinates (Å):
O  -3.11  -0.31  -1.89
C  -2.36  -0.96  -1.21
C  -0.85  -0.84  -1.21
C  -0.48  0.24  -0.17
C  0.74  -0.07  0.67
C  2.06  0.61  0.43
C  1.23  0.98  1.63
H  -2.75  -1.67  -0.43
H  -0.43  -1.81  -0.92
H  -0.48  -0.60  -2.21
H  -1.33  0.38  0.51
H  -0.35  1.20  -0.68
H  0.78  -1.10  1.02
H  2.96  0.03  0.60
H  2.12  1.33  -0.38
H  1.56  0.66  2.62
H  0.72  1.94  1.62



Computed energies relative to the best structure, in kJ/mol: a) 190.9; b) 0.0